No. 1
This record from the Open Molecules 2025 dataset describes the molecule C4H10O2. The level of theory is ωB97M-V/def2-TZVPD.

The geometry in XYZ format:
```
16
Properties=species:S:1:pos:R:3:forces:R:3
C 1.44712 1.60703 0.04668 0.0119 0.0714 -0.0233
C 0.74880 0.26282 0.15798 -0.0229 0.2466 -0.2874
O 0.69850 -0.05827 1.53179 0.0357 -0.0046 0.1168
C -0.64804 0.27335 -0.47859 -0.0267 0.0145 0.0815
C -1.30040 -1.10585 -0.51660 0.0629 0.0557 -0.3084
O -1.24909 -1.71813 0.77642 -0.1408 -0.0264 0.1514
H 2.40471 1.56630 0.57501 -0.1272 -0.0088 -0.1069
H 1.63032 1.87693 -0.99846 -0.0262 -0.0346 0.1252
H 0.84119 2.39020 0.51476 0.0415 -0.1083 -0.0657
H 1.34978 -0.48390 -0.38095 0.0661 -0.0891 -0.0078
H 0.08720 -0.80570 1.60219 -0.0053 0.0758 0.1498
H -0.57084 0.63704 -1.51340 -0.0422 -0.0566 0.1854
H -1.28754 0.97679 0.06851 0.1045 -0.0776 0.0028
H -0.77071 -1.74085 -1.23698 -0.0440 0.0765 0.0350
H -2.34922 -1.03106 -0.83520 0.1957 -0.0017 0.0240
H -1.03179 -2.64668 0.68684 -0.0829 -0.1329 -0.0724
```
Forces are in eV/Å.

Calculated values
Energy relative to the best compared isomer or geometry (same formula, charge and spin), kJ/mol: 60.7
Structure (SMILES): C[C@@H](O)CCO
Gap between HOMO and LUMO, eV: 10.55


No. 2
This record from the Open Molecules 2025 dataset describes the ion C2H6N2P with charge +1 at a distorted geometry. The level of theory is ωB97M-V/def2-TZVPD.

The geometry in XYZ format:
```
11
Properties=species:S:1:pos:R:3:forces:R:3
C 0.38809 1.03713 -0.52152 0.8055 0.2159 0.6199
N -0.69403 0.81496 0.19318 -2.1745 3.0987 0.1873
C -0.98026 -0.50131 0.58539 4.3086 -2.1097 -0.9992
P 0.23707 -1.58699 -0.61304 -0.4008 0.7441 1.5072
N 1.08681 -0.01561 -0.89920 1.0663 -0.1717 -1.0883
H 0.79590 2.03673 -0.67059 -0.4858 -0.0889 -0.1685
H -1.39667 1.54812 0.55757 2.1081 -1.0555 -1.1672
H -0.56508 -0.67902 1.53951 0.7748 -0.0147 1.2481
H -1.92311 -0.82736 0.73675 -3.5093 -0.5053 -0.7646
H 1.03891 -1.87587 0.54258 -0.1821 -0.2613 -0.5613
H 2.01237 0.04921 -1.45062 -2.3108 0.1483 1.1865
```
Forces are in eV/Å.

Calculated values
Energy relative to the best compared isomer or geometry (same formula, charge and spin), kJ/mol: 46.6
Structure (SMILES): C1=[NH+]CPN1
Total charge: +1
Gap between HOMO and LUMO, eV: 10.17


No. 3
This record from the Open Molecules 2025 dataset describes a structure of composition C14H12ClF5N4O10PdTe. The level of theory is ωB97M-V/def2-TZVPD.

The geometry in XYZ format:
```
48
Properties=species:S:1:pos:R:3:forces:R:3
Pd -0.85800 -0.15535 0.20263 -0.0463 0.0544 0.0305
O 1.54005 2.07828 2.61545 -0.0361 -0.0040 0.0136
C 1.02253 1.57474 1.62680 0.0188 0.1539 0.0020
O 0.23366 0.55653 1.70814 0.0537 -0.1325 -0.0531
C 1.38976 2.18872 0.27880 0.0438 -0.0712 -0.0286
C 1.84511 3.48260 0.31773 0.0120 0.0150 0.0102
C 2.36065 4.10870 -0.81934 -0.0410 -0.0188 -0.0407
C 2.51053 3.41118 -2.00316 0.0066 0.0307 0.0140
C 2.09781 2.10229 -2.04069 -0.0614 -0.0292 -0.0081
C 1.41887 1.45508 -0.95511 -0.0170 -0.0602 -0.0271
O 0.89155 0.31089 -1.11739 0.0210 0.1519 0.0648
N 2.37206 1.36362 -3.26654 0.0823 0.0121 0.0446
O 2.38200 1.98341 -4.32015 -0.0239 0.0038 -0.0237
O 2.63993 0.17871 -3.18157 -0.0283 -0.0057 -0.0142
N 2.81383 5.47834 -0.75250 0.1424 -0.0487 0.0507
O 3.32557 5.97280 -1.75050 -0.0451 0.0260 -0.0200
O 2.68927 6.08349 0.30060 -0.0507 0.0224 -0.0128
H 1.82751 4.00513 1.26246 -0.0067 -0.0076 0.0030
H 2.95436 3.87125 -2.87215 -0.0020 -0.0036 0.0041
C 2.67850 -3.93887 -1.24107 -0.0061 -0.0001 -0.0007
C 1.53848 -3.45661 -0.40978 -0.0059 -0.0103 -0.0159
C 0.78435 -4.07678 0.56568 -0.0057 -0.0029 -0.0017
C -0.14715 -3.11894 1.01235 0.0410 0.0067 -0.0093
N 0.05656 -1.99254 0.34199 -0.0913 -0.0725 0.0427
N 1.06469 -2.21199 -0.51900 0.0211 0.0354 0.0401
C -1.21303 -3.28048 2.03738 -0.0084 0.0008 0.0065
H 2.80552 -5.01192 -1.10821 0.0002 -0.0006 -0.0011
H 3.60991 -3.44517 -0.95858 -0.0032 0.0016 0.0018
H 2.50282 -3.73911 -2.29856 0.0006 -0.0001 -0.0018
H 0.88018 -5.09175 0.91285 -0.0047 -0.0016 0.0015
H 1.36182 -1.41561 -1.08478 0.0000 -0.0014 -0.0315
H -1.09507 -4.24687 2.52953 0.0002 0.0034 -0.0013
H -2.19572 -3.22372 1.56980 -0.0094 -0.0036 -0.0067
H -1.18237 -2.48442 2.78026 -0.0020 0.0073 -0.0019
Cl -4.73706 1.59880 1.79331 0.0009 -0.0078 -0.0090
C -3.14231 1.39275 2.58895 0.0564 -0.0450 -0.0173
C -2.73631 -0.07902 2.63533 -0.1135 -0.0319 -0.0781
O -2.49683 -0.58760 3.71958 0.0000 -0.0179 0.0596
O -2.65885 -0.69586 1.49597 0.1089 0.1350 0.0306
H -3.22444 1.78206 3.59759 0.0015 -0.0030 -0.0092
H -2.42344 1.94581 1.98903 -0.0009 0.0043 -0.0176
F -5.75777 -0.94288 -0.49263 -0.0270 -0.0325 -0.0572
Te -3.83708 -0.84181 -0.85656 0.1083 -0.0127 0.1302
F -4.19403 -1.70360 -2.48094 -0.0420 -0.0159 -0.0429
F -1.64529 1.58919 -0.03770 0.0375 0.0530 0.0247
F -3.81142 -2.65509 -0.17295 -0.0034 -0.0241 -0.0103
F -4.25950 0.75171 -1.87079 0.0231 -0.0091 0.0252
O -1.98220 -0.87012 -1.27157 -0.0981 -0.0431 -0.0585
```
Forces are in eV/Å.

Calculated values
Energy relative to the best compared isomer or geometry (same formula, charge and spin), kJ/mol: 1.2
Multiplicity: 3
Total charge: -2
Gap between HOMO and LUMO (spin up / spin down), eV: 7.64 / 7.15


No. 4
This record from the Open Molecules 2025 dataset describes a structure of composition C43H39NNiO2S2Se4 at a distorted geometry. The level of theory is ωB97M-V/def2-TZVPD.

The geometry in XYZ format:
```
92
Properties=species:S:1:pos:R:3:forces:R:3
Ni 8.48966 -9.07277 19.40096 0.1866 -0.6082 1.8169
C 11.46118 -2.57618 22.58462 0.4997 -0.1430 0.6145
C 10.30985 -3.51249 22.36178 0.1076 -0.7216 0.1112
C 9.33711 -3.71058 23.33278 0.3603 0.7014 0.1709
C 8.31389 -4.61053 23.09728 0.3087 0.2516 1.0974
C 8.24073 -5.30368 21.90248 -0.0374 -0.5234 1.6119
C 9.26377 -5.19778 20.98856 -1.3859 -0.8122 0.4024
C 10.27218 -4.34058 21.23217 1.9918 1.7853 -0.3085
S 6.94466 -6.51156 21.63979 -0.3774 2.4200 -2.5626
O 6.80788 -7.47553 22.72485 0.0447 -0.9715 1.7607
C 5.61132 -5.23754 21.81418 0.1462 0.3869 -0.8883
C 4.53421 -5.59108 22.63018 0.6590 -1.2258 0.0277
C 3.48831 -4.79313 22.81437 -1.1063 1.8446 -0.8049
C 3.35917 -3.53783 22.05324 -1.9025 -3.0905 4.5858
C 2.33672 -2.62977 22.39216 -0.7645 1.2073 -1.0339
C 2.22393 -1.46827 21.63952 -0.3653 0.2497 1.2202
C 3.15803 -1.18151 20.62070 0.0410 -1.3056 -0.3661
C 4.15627 -2.10372 20.38430 0.6202 0.1869 -0.0861
C 4.31966 -3.29551 21.17383 2.3301 2.5031 -2.9308
C 5.51472 -4.08517 21.05684 0.3208 -0.8635 0.2551
C 6.61868 -3.71744 20.12183 -0.5154 -0.9687 -1.4373
C 7.37367 -2.53488 20.23916 -0.4375 -0.1172 1.6500
C 7.12430 -1.66612 21.32047 0.2266 0.5668 0.0105
C 7.58985 -0.38219 21.26499 0.1669 0.5102 0.3560
C 8.43387 0.03266 20.20645 0.7891 -0.1974 -0.8281
C 8.84344 -0.87866 19.23365 -0.8039 0.2518 1.5213
C 8.32886 -2.20281 19.30619 1.0406 0.5605 -1.4629
C 8.75426 -3.19157 18.39100 -0.3321 -1.2312 -1.3392
C 8.02568 -4.36223 18.22179 1.1206 0.6344 -0.0949
C 6.86107 -4.49139 18.99892 -0.9676 -0.5496 0.5471
S 5.64361 -5.74459 18.40729 1.3792 -1.1556 -0.3678
O 4.32527 -5.59629 19.01991 -0.9806 0.3457 0.9962
C 5.49511 -4.96374 16.84019 -0.1709 1.2709 0.0394
C 4.63370 -3.86213 16.74937 -0.4827 -0.3063 -0.7092
C 4.69512 -3.03010 15.63987 0.6793 -1.3253 -0.3475
C 5.68940 -3.31030 14.63160 -0.7784 0.8900 0.3061
C 5.92129 -2.35278 13.49467 0.4367 -0.1706 -1.1934
C 6.47161 -4.44601 14.71770 0.1642 0.4776 -0.0632
C 6.36748 -5.25691 15.83610 0.8645 -1.1294 -0.2189
H 12.31926 -2.97083 22.00526 -0.3587 0.6839 0.1140
H 11.79510 -2.61115 23.66858 -0.5454 0.3299 -1.1964
H 11.16655 -1.54299 22.28234 0.5377 -0.6790 0.2550
H 9.42147 -3.13976 24.28227 -0.2628 -0.5670 -0.6735
H 7.71181 -4.79838 23.97536 -0.7753 -0.2131 -0.3776
H 9.15494 -5.82511 20.14762 0.4769 -0.4736 -1.0714
H 11.10217 -4.22363 20.52166 -0.4068 -0.2081 0.1535
H 4.55518 -6.57588 23.04737 0.0510 -0.3651 0.5675
H 2.70277 -5.11429 23.46510 -0.4618 0.0424 0.2953
H 1.61711 -2.84083 23.19595 0.4807 -0.0323 -0.4317
H 1.47404 -0.69238 21.89894 0.4012 -0.7617 -0.2392
H 2.98203 -0.33315 19.96835 0.3529 0.0406 0.1542
H 4.93467 -1.94780 19.63917 -0.4214 0.2741 -0.0943
H 6.60288 -2.08610 22.16426 -0.4351 0.3395 0.1260
H 7.34366 0.38568 22.01389 0.1010 -0.6788 -0.1426
H 8.83074 1.05997 20.23947 -0.3260 -0.5538 -0.2837
H 9.47970 -0.65864 18.39587 0.3411 0.3552 0.0294
H 9.58716 -3.01837 17.69285 -0.2627 0.1128 0.5657
H 8.37376 -5.18190 17.53515 -0.6070 1.0702 0.6515
H 3.81589 -3.78816 17.46375 0.3603 0.2596 0.1457
H 3.88825 -2.30526 15.54828 0.5703 0.2745 -0.3122
H 4.99196 -1.89893 13.16240 -0.2042 -0.1225 -0.2097
H 6.45274 -2.81790 12.59722 -0.8362 0.4154 1.2318
H 6.53642 -1.49941 13.78246 0.1636 -0.0796 0.2843
H 7.23006 -4.62359 13.94185 -0.4627 -0.1035 0.3905
H 7.01662 -6.13203 15.95085 -0.1883 0.2726 -0.1195
Se 6.28365 -9.13198 17.23578 -0.5503 -0.0008 0.6559
Se 8.44658 -8.24123 17.34046 0.0087 0.4935 -1.1938
Se 7.15128 -10.95698 20.20674 0.0315 0.3759 0.1299
Se 5.63979 -9.24220 19.60247 0.5694 -0.2004 -1.1148
C 9.42415 -8.47361 24.01569 -1.2716 -0.0107 -0.0809
N 8.92945 -9.58227 23.09483 -2.7419 1.6522 -0.6159
C 7.83696 -10.32552 23.87214 1.7383 -0.5612 -1.1828
C 9.98906 -10.34082 22.36751 -0.0144 0.0166 -0.5246
C 10.79092 -9.38604 21.50837 1.8012 1.6983 -0.2033
C 12.11512 -9.02426 21.99724 -3.0215 -1.0893 -0.5057
C 12.91008 -8.13555 21.34967 1.3891 0.6761 0.1755
C 12.39232 -7.53045 20.22188 -0.0962 0.2574 -0.8860
C 11.12448 -7.84807 19.71894 1.4615 1.3623 0.2567
C 10.27085 -8.72790 20.32633 -0.8270 -2.0987 1.5002
H 8.57574 -8.04135 24.58280 0.2345 -0.5135 -0.6070
H 9.82772 -7.66830 23.44730 0.5596 0.3697 -0.5628
H 10.12311 -8.83181 24.75243 0.4319 -0.5280 -0.0854
H 8.36075 -9.16156 22.27149 0.8518 -0.1805 1.5433
H 8.33115 -10.79682 24.69007 0.2146 0.0411 1.0887
H 7.49347 -11.14892 23.27316 -0.4862 0.0036 -0.5879
H 7.07568 -9.61351 24.12206 -0.2888 0.1727 0.1210
H 9.50924 -11.09111 21.69743 0.1194 0.3995 0.8969
H 10.58212 -10.76562 23.16341 0.4248 -0.5421 -0.1031
H 12.44723 -9.38894 22.93821 0.2174 -0.6918 0.6642
H 13.91998 -7.94818 21.80434 -1.0723 0.1644 -0.8266
H 12.90826 -6.77418 19.64056 0.4473 -0.0648 0.2847
H 10.87234 -7.21741 18.86687 -0.4889 -0.4625 -0.1067
```
Forces are in eV/Å.

Calculated values
Multiplicity: 3
Gap between HOMO and LUMO (spin up / spin down), eV: 7.14 / 7.19


No. 5
This record from the Open Molecules 2025 dataset describes the molecule C6H7BrN2O at a distorted geometry. The level of theory is ωB97M-V/def2-TZVPD.

The geometry in XYZ format:
```
17
Properties=species:S:1:pos:R:3:forces:R:3
C -2.14086 1.68774 0.10450 -0.5151 -0.4486 -1.1003
C -2.36613 0.30028 -0.22944 0.5304 -0.8927 -0.5845
C -1.49110 -0.46060 -0.85456 -2.0895 3.7624 0.6558
C -0.41700 -1.22389 -1.11548 -0.3853 -2.1963 1.2342
C -0.35659 -2.20063 0.06855 -0.3620 -0.6402 1.2182
C 1.29044 1.68752 -0.26515 -1.9190 0.7753 1.7689
N -0.98962 2.15722 -0.14307 1.1311 1.9542 1.5214
N -0.06113 1.62708 -0.74462 -0.8406 -1.4715 -2.5872
O 0.26374 -1.35592 -2.09188 1.3967 0.1457 -1.3158
Br -4.14786 -0.19945 0.09498 -0.5735 -0.4948 0.1762
H -2.98342 2.32536 0.25427 -0.1763 0.4329 0.4111
H -1.20189 -2.13167 0.86844 1.6314 0.3514 -1.3737
H 0.65546 -2.04777 0.50492 -0.6987 -0.5653 0.0096
H -0.50494 -3.19125 -0.38038 0.5792 0.0806 0.2138
H 1.14727 1.01830 0.57599 1.1823 0.1748 0.8664
H 1.98282 1.30153 -0.92784 1.0065 -0.8522 -1.6105
H 1.53422 2.72349 -0.02932 0.1023 -0.1157 0.4965
```
Forces are in eV/Å.

Calculated values
Energy relative to the best compared isomer or geometry (same formula, charge and spin), kJ/mol: 453.9
Gap between HOMO and LUMO (spin up / spin down), eV: 7.96 / 6.79


No. 6
This record from the Open Molecules 2025 dataset describes a structure of composition C5H9NO at a distorted geometry. The level of theory is ωB97M-V/def2-TZVPD.

The geometry in XYZ format:
```
16
Properties=species:S:1:pos:R:3:forces:R:3
C 1.75433 -0.17302 0.38904 -3.6233 -1.8339 2.7219
C 0.35731 -0.60766 -0.05234 1.9462 -3.2236 -5.1896
C -1.10548 -1.26233 0.01323 3.5403 0.9635 1.1438
C -0.89098 1.30557 -0.15074 -1.4979 -0.1420 -2.7764
C 0.44810 0.77670 0.30691 -0.8616 -1.0765 2.9033
H 2.85454 1.07296 -0.46871 0.2677 -5.8234 -0.4783
H 1.88611 -0.56817 1.45552 0.8342 1.4605 -1.1492
H 0.73208 -0.74104 -1.13473 -1.4404 0.2667 0.6660
H -0.98968 -1.94222 -0.90410 -1.1393 0.3118 1.8112
H -1.22220 -1.59769 1.08066 -0.2583 -1.0593 -1.3243
H -2.85165 -0.34555 -0.61740 3.2182 2.3025 1.1447
H -0.99095 1.72684 -1.21113 0.5665 -0.6454 1.4216
H -1.22527 2.08173 0.52773 -0.5649 -0.2848 0.1870
H 0.36448 0.49102 1.37122 -1.1330 1.9786 0.6787
N -1.87427 -0.05533 -0.12870 -1.7047 0.3501 -0.8804
O 2.75355 -0.16181 -0.47646 1.8501 6.4552 -0.8801
```
Forces are in eV/Å.

Calculated values
Energy relative to the best compared isomer or geometry (same formula, charge and spin), kJ/mol: 852.0
Gap between HOMO and LUMO, eV: 8.39